(1)
ORCA calculation (ωB97M-V/def2-TZVPD) on a molecular structure, C37H85CaF3HgN3O16S2 in a non-equilibrium geometry.

As for the HOMO-LUMO gap: 0.042 Ha. As for the HOMO energy: -9.7175 eV.

Geometry as ORCA input:
```
! RIJCOSX wB97M-V def2-TZVPD def2/J DEFGRID3
* xyz 1 1
Ca -6.8383 6.3455 0.6256
Hg -5.8687 2.3210 4.7882
C -9.0069 6.0046 -5.9372
C -8.4014 6.3218 -4.6108
O -7.2931 5.9064 -4.2162
O -8.9990 7.0005 -3.8035
H -8.3380 5.3179 -6.4560
H -9.1542 6.9702 -6.4210
H -9.9699 5.5041 -5.8358
C -4.4068 8.5602 7.6592
C -4.7514 7.3780 6.7879
O -5.3674 7.4861 5.7543
O -4.4357 6.2571 7.2414
H -3.3456 8.8043 7.7084
H -4.9007 8.4055 8.6185
H -4.9262 9.4558 7.3183
C -1.9369 1.3889 0.0542
O -2.0677 0.0369 0.5590
O -2.7311 2.1782 0.8863
C -0.3423 1.7163 -0.1792
F -0.1248 2.9445 -0.4643
F 0.5161 1.5606 0.8256
F 0.2542 0.9326 -1.1351
C -1.5173 -1.0592 -0.1923
C -2.4581 -2.3254 0.0637
H -2.1614 -2.8992 0.9417
H -3.5081 -2.0675 0.2013
H -2.2749 -3.0139 -0.7612
H -0.5005 -1.3021 0.1164
H -1.5570 -0.9152 -1.2721
H -2.2529 1.5806 -0.9712
C 7.8584 -2.9283 -4.8941
C 6.8276 -1.7647 -4.5126
C 6.8253 -0.6572 -5.6588
O 5.5636 -2.1537 -4.2070
H 7.6317 -3.2312 -5.9163
H 7.7670 -3.6181 -4.0551
H 8.9124 -2.6771 -5.0126
H 7.1111 -1.4004 -3.5251
H 6.5041 0.3156 -5.2865
H 6.0189 -0.9125 -6.3464
H 7.6788 -0.4239 -6.2953
H 5.1316 -1.3517 -3.9042
C 7.2749 6.6396 -3.3738
C 6.6744 7.7195 -2.4521
C 7.5320 8.0721 -1.2429
O 6.4108 8.8753 -3.2266
H 6.6377 6.3897 -4.2221
H 7.5400 5.7674 -2.7762
H 8.1191 7.0539 -3.9250
H 5.7233 7.3303 -2.0886
H 7.4378 9.1227 -0.9681
H 8.5767 7.9493 -1.5283
H 7.3066 7.4289 -0.3923
H 7.1796 9.4246 -3.3962
C 4.4384 -5.1729 4.5501
C 4.1744 -6.4671 3.8049
C 4.6454 -7.6722 4.6456
O 2.8393 -6.8797 3.5658
H 4.2547 -4.2889 3.9394
H 5.4773 -5.0339 4.8495
H 4.0045 -4.9892 5.5330
H 4.7012 -6.5516 2.8544
H 4.8923 -8.6484 4.2283
H 4.1005 -7.9599 5.5447
H 5.6575 -7.4049 4.9495
H 2.8898 -7.7600 3.1861
C 0.8990 -7.8787 -4.1974
C -0.1944 -7.9056 -5.1788
C -0.4035 -6.9364 -6.3127
O -0.2939 -5.6463 -5.6738
C 0.0761 -4.4304 -6.4395
N -0.4625 -9.2442 -5.6376
H 1.3234 -8.8434 -3.9192
H 0.6877 -7.2842 -3.3086
H 1.6825 -7.3029 -4.6901
H -1.0081 -7.7341 -4.4741
H -1.3945 -6.9389 -6.7665
H 0.4406 -7.1448 -6.9700
H -0.7913 -4.1498 -7.0370
H 0.9477 -4.5543 -7.0822
H 0.4280 -3.7526 -5.6618
H 0.3567 -9.8350 -5.6315
H -0.7020 -9.1694 -6.6159
C 0.5360 -14.2725 6.8525
C 0.2920 -12.7651 7.0424
C -0.7768 -12.0882 6.0932
O -0.6950 -12.4742 4.6659
C -1.6184 -11.9081 3.7496
N -0.0604 -12.4735 8.4048
H 1.1838 -14.6412 7.6478
H 1.0647 -14.4859 5.9235
H -0.3648 -14.8785 6.9503
H 1.2659 -12.3213 6.8359
H -0.5856 -11.0166 6.1508
H -1.7810 -12.3401 6.4341
H -1.6123 -12.5198 2.8474
H -1.4212 -10.8605 3.5221
H -2.6073 -12.0019 4.1982
H -0.3642 -11.5132 8.3305
H -0.8652 -13.0132 8.6896
C -5.2021 -4.0912 5.6712
C -5.0707 -2.6759 6.0713
C -3.5864 -2.2391 6.1162
O -3.4540 -0.8227 6.4459
C -2.0577 -0.5025 6.6333
N -5.8016 -1.9340 5.0598
H -4.3286 -4.7427 5.6985
H -5.7741 -4.4691 4.8237
H -5.9062 -4.3840 6.4501
H -5.5338 -2.4716 7.0366
H -3.2203 -2.4055 5.1031
H -3.1113 -2.8846 6.8550
H -1.6831 -0.7359 7.6299
H -1.8517 0.5578 6.4868
H -1.4622 -1.1096 5.9514
H -6.7601 -2.2415 5.1426
H -5.4633 -2.1736 4.1388
C 0.3287 7.1518 -6.8281
C -0.1283 7.8712 -8.0244
C 0.5136 7.1714 -9.2401
S 0.4779 5.4226 -8.7642
O 1.8352 4.7955 -8.7006
O -0.5343 4.7404 -9.5317
C -0.1224 5.7365 -7.0108
H -0.1817 7.5792 -5.9650
H 1.3972 7.3602 -6.7726
H 0.2060 8.9082 -7.9935
H -1.2032 7.7145 -8.1140
H 1.5562 7.4740 -9.3372
H -0.0798 7.1412 -10.1540
H 0.4089 5.0551 -6.3464
H -1.1997 5.5732 -6.9827
C -1.4054 12.7497 2.7245
C -0.2406 11.7068 2.7558
C -0.3082 10.7351 1.6021
S -1.8795 11.0112 0.6964
O -2.8211 9.9153 0.8094
O -1.7720 11.8427 -0.5228
C -2.5931 12.1163 1.9134
H -1.1553 13.7087 2.2707
H -1.6641 12.8327 3.7802
H -0.4180 11.1596 3.6817
H 0.7013 12.2377 2.8938
H -0.2528 9.6919 1.9132
H 0.3771 10.9746 0.7890
H -3.1592 11.4643 2.5787
H -3.2501 12.8721 1.4830
*
```

Mulliken atomic charge list, values in e, 99 entries: 1.60 0.09 -0.75 0.73 -0.59 -0.57 0.27 0.25 0.27 -0.82 0.72 -0.55 -0.45 0.26 0.28 0.29 0.24 -0.24 -0.50 0.70 -0.24 -0.26 -0.23 -0.25 -1.14 0.28 0.31 0.36 0.31 0.32 0.28 -1.27 0.46 -1.30 -0.55 0.35 0.31 0.35 0.24 0.35 0.38 0.34 0.34 -1.23 0.50 -1.26 -0.56 0.33 0.34 0.31 0.23 0.36 0.31 0.35 0.32 -1.33 0.62 -1.40 -0.56 0.33 0.37 0.36 0.15 0.44 0.36 0.33 0.34 -1.25 0.74 -0.86 -0.27 -0.71 -0.68 0.35 0.30 0.28 0.04 0.37 0.39 0.27 0.31 0.22 0.23 0.27 -1.44 0.53 -0.71 -0.31 -0.67 -0.69 0.42 0.33 0.34 0.21 0.33 0.35 0.23 0.25 0.30

***

(2)
ORCA calculation (ωB97M-V/def2-TZVPD) on 9 unconnected molecules or ions with the total composition C37H88Cl4O3S3 in a non-equilibrium geometry.

As for the HOMO-LUMO gap: 0.326 Ha. As for the HOMO energy: -8.9408 eV.

Geometry as ORCA input:
```
! RIJCOSX wB97M-V def2-TZVPD def2/J DEFGRID3
* xyz 0 1
C -3.9485 1.4899 -3.3186
S -4.5531 3.2179 -3.4633
O -5.7038 3.3575 -2.5063
C -3.1134 3.9609 -2.6209
H -3.4092 1.3990 -2.3736
H -3.1898 1.2029 -4.0517
H -4.8090 0.8303 -3.3812
H -2.8505 3.3641 -1.7474
H -3.2856 5.0138 -2.4309
H -2.2426 3.8313 -3.2731
C 4.2696 0.7476 4.0831
S 5.6735 1.6418 3.3751
O 6.2873 0.6207 2.4584
C 4.7260 2.8071 2.3807
H 4.6387 -0.2199 4.4278
H 3.3833 0.6305 3.4650
H 3.9963 1.1822 5.0537
H 4.0250 2.2290 1.7777
H 5.4078 3.4000 1.7751
H 4.1328 3.5192 2.9583
C -8.9582 -0.3516 1.3701
S -8.2392 -1.1045 -0.1308
O -9.0762 -0.5317 -1.2368
C -6.6900 -0.1408 -0.0497
H -8.2703 -0.4019 2.2145
H -9.8729 -0.8772 1.6341
H -9.1793 0.6798 1.1025
H -6.8488 0.9327 0.0751
H -6.1153 -0.2813 -0.9609
H -6.1554 -0.4546 0.8497
C 0.5125 3.1952 -5.1049
Cl 0.6964 1.8641 -3.9331
Cl 1.8770 3.2032 -6.2610
Cl -1.0432 3.0349 -5.9154
Cl 0.5567 4.6895 -4.1693
C -3.3648 0.9154 4.1235
C -2.8744 -0.5238 4.2349
C -1.3653 -0.7489 4.2608
C -0.8222 -2.0321 4.9199
C -1.2922 -3.3558 4.3123
C -0.2084 -4.4212 4.3433
H -3.4807 1.4272 5.0797
H -4.2762 1.0251 3.5375
H -2.6241 1.5260 3.5963
H -3.2228 -1.0688 5.1251
H -3.4009 -1.1267 3.4865
H -0.8443 0.0509 4.7931
H -1.0001 -0.7801 3.2291
H 0.2611 -1.9398 4.8243
H -1.0477 -2.0762 5.9894
H -2.1582 -3.8070 4.8111
H -1.7007 -3.2636 3.2997
H 0.1017 -4.8339 5.3097
H -0.6179 -5.3383 3.8967
H 0.7189 -4.1732 3.8231
C 6.0131 6.6517 1.8005
C 4.5347 7.0877 1.7807
C 3.9908 7.1873 0.3390
C 3.9127 5.8142 -0.3498
C 3.8152 5.9810 -1.8615
C 4.1220 4.6788 -2.6262
H 6.1323 5.5740 1.6918
H 6.4336 6.8248 2.7951
H 6.5882 7.2029 1.0579
H 3.9728 6.2704 2.2418
H 4.4144 8.0293 2.3109
H 4.5617 7.8992 -0.2606
H 2.9865 7.6168 0.4296
H 4.8408 5.3149 -0.0571
H 3.0782 5.2395 0.0553
H 2.7865 6.2187 -2.1470
H 4.5107 6.7399 -2.2163
H 4.1236 4.8410 -3.7036
H 5.1409 4.3572 -2.3787
H 3.4857 3.8511 -2.3148
C 4.5842 -7.2919 3.0369
C 3.7273 -7.2784 1.7996
C 3.1596 -5.9112 1.4530
C 2.2830 -5.8814 0.2021
C 1.3162 -4.7079 0.0764
C 2.0872 -3.3733 0.0989
H 5.4883 -6.6820 2.9482
H 4.9653 -8.3041 3.2019
H 4.0637 -6.9850 3.9445
H 4.1825 -7.7723 0.9358
H 2.8224 -7.8681 2.0071
H 3.9563 -5.1596 1.4196
H 2.5931 -5.6520 2.3590
H 2.9230 -5.9685 -0.6777
H 1.6630 -6.7873 0.1973
H 0.7957 -4.7600 -0.8863
H 0.4827 -4.6226 0.7777
H 2.6924 -3.2620 -0.8057
H 1.4028 -2.5284 -0.0444
H 2.6630 -3.2782 1.0144
C -1.4423 -2.7261 -7.0396
C -0.6779 -3.1371 -5.7866
C -1.0687 -2.3287 -4.5377
C -2.4752 -2.6426 -4.0224
C -2.7389 -2.0990 -2.6109
C -4.2080 -2.2468 -2.2218
H -1.2589 -1.6649 -7.2242
H -2.5117 -2.8919 -6.9029
H -1.1447 -3.2883 -7.9245
H -0.8494 -4.2045 -5.5907
H 0.4010 -3.1658 -5.9643
H -0.9512 -1.2684 -4.7652
H -0.4044 -2.6761 -3.7396
H -3.1761 -2.2357 -4.7598
H -2.6355 -3.7238 -4.0032
H -2.2549 -2.7975 -1.9225
H -2.3986 -1.0680 -2.5192
H -4.4688 -3.3081 -2.2342
H -4.4270 -1.9372 -1.1959
H -4.9063 -1.6972 -2.8574
C 1.8574 2.4511 -0.3191
C 1.7517 0.9520 -0.7220
C 0.3236 0.4199 -0.7385
C -0.2947 0.1351 0.6423
C -1.8109 -0.1158 0.5312
C -2.6145 1.1711 0.3977
H 2.9355 2.5885 -0.3785
H 1.4309 2.6198 0.6726
H 1.2868 3.1267 -0.9582
H 2.1958 0.9373 -1.7210
H 2.4270 0.3698 -0.0914
H 0.2564 -0.5452 -1.2540
H -0.3059 1.1440 -1.2627
H 0.2741 -0.6408 1.1553
H -0.1159 1.0651 1.1964
H -1.9258 -0.7086 -0.3843
H -2.2747 -0.7979 1.2480
H -3.6723 0.9651 0.2122
H -2.6557 1.7803 1.3022
H -2.1772 1.7477 -0.4183
*
```

Mulliken atomic charge list, values in e, 99 entries: -0.12 0.43 -0.62 -0.22 -0.39 0.34 0.32 -0.07 0.44 -0.06 -0.76 0.43 -0.62 -0.27 0.37 0.10 0.37 -0.22 0.16 0.40 -0.90 0.51 -0.63 -0.63 0.30 0.34 0.29 0.47 -0.10 0.33 0.24 -0.03 -0.10 -0.08 -0.09 -1.33 -0.22 0.09 -1.07 -0.09 -1.44 0.38 0.26 0.29 0.56 0.29 0.48 -0.51 0.43 0.38 0.30 0.21 0.42 0.39 0.25 -1.01 -0.33 -0.97 0.17 -0.38 -0.99 0.19 0.36 0.30 0.14 0.37 0.41 0.34 0.10 0.07 0.16 0.40 0.34 0.42 -0.01 -1.30 -0.48 -0.06 -0.83 -0.36 -0.68 0.32 0.38 0.31 0.39 0.28 0.41 -0.13 0.28 0.34 0.25 0.32 0.37 -0.15 0.34 -1.16 -0.71 -0.06 -0.98

***

(3)
ORCA calculation (ωB97M-V/def2-TZVPD) on 9 unconnected molecules or ions with the total composition C37H88N4O9 in a non-equilibrium geometry.

As for the energy above the lowest of the compared OMol25 structures with the same formula, charge and spin: 0.000 eV. As for the HOMO-LUMO gap: 0.297 Ha. Its SMILES is CC1(C)CCCC(C)(C)N1O.CC1(C)CCCC(C)(C)N1O.CC1(C)CCCC(C)(C)N1O.CC1(C)CCCC(C)(C)N1O.CO.O.O.O.O. As for the HOMO energy: -7.6835 eV.

Geometry as ORCA input:
```
! RIJCOSX wB97M-V def2-TZVPD def2/J DEFGRID3
* xyz 0 1
C 16.5504 7.0198 -15.8190
C 15.1176 7.2830 -15.2724
C 14.1310 7.1259 -16.4183
C 14.8317 6.3109 -14.1446
C 14.9060 6.8601 -12.7194
C 15.9063 7.9933 -12.6185
C 15.5517 9.1723 -13.5521
C 14.5376 10.0598 -12.8535
C 16.8473 9.9609 -13.7220
N 15.0122 8.6851 -14.8159
O 15.2204 9.6221 -15.8568
H 16.9312 7.8091 -16.4730
H 17.2910 6.9760 -15.0104
H 16.6285 6.0608 -16.3325
H 13.1487 7.2611 -15.9620
H 14.3000 7.8389 -17.2154
H 14.1505 6.1105 -16.8195
H 13.8604 5.8208 -14.2777
H 15.5128 5.4546 -14.1967
H 13.9279 7.2861 -12.4650
H 15.1129 6.0589 -12.0136
H 16.8868 7.6406 -12.9497
H 15.9165 8.3877 -11.6047
H 14.2551 10.8732 -13.5254
H 14.9535 10.4512 -11.9264
H 13.6168 9.5106 -12.6446
H 16.6588 10.9483 -14.1560
H 17.5387 9.4844 -14.4288
H 17.4045 10.1269 -12.8006
H 16.1269 9.4620 -16.1565
C 12.4606 7.2776 -22.9660
C 13.8810 7.3962 -22.4583
C 14.3385 6.0835 -21.8236
C 14.8112 7.7083 -23.6414
C 16.2101 8.1660 -23.2227
C 16.0864 9.3417 -22.2558
C 15.2359 9.0169 -21.0377
C 16.0001 8.0983 -20.0532
C 15.0030 10.3580 -20.3183
N 13.9560 8.5255 -21.5196
O 13.0589 8.3107 -20.4335
H 11.8323 6.6865 -22.2960
H 11.9818 8.2617 -23.0043
H 12.4371 6.8863 -23.9822
H 15.4075 6.0067 -21.6512
H 13.8492 5.9279 -20.8563
H 13.9957 5.2391 -22.4306
H 14.9374 6.7683 -24.1900
H 14.3674 8.4389 -24.3222
H 16.7685 7.3177 -22.8173
H 16.7788 8.4519 -24.1112
H 15.6373 10.1641 -22.8184
H 17.1073 9.6291 -21.9887
H 15.3658 7.3411 -19.5965
H 16.5145 8.6495 -19.2669
H 16.7836 7.5393 -20.5787
H 14.4521 10.1788 -19.3928
H 14.3985 11.0076 -20.9573
H 15.9370 10.8841 -20.1296
H 12.3436 8.9253 -20.6335
C 7.4883 2.2215 -20.2366
C 8.7129 2.0284 -19.3187
C 8.1954 1.5894 -17.9360
C 9.5949 0.9077 -19.8794
C 10.3500 1.3578 -21.1088
C 11.2311 2.5200 -20.7306
C 10.4690 3.7243 -20.1417
C 11.4676 4.6130 -19.3975
C 9.8275 4.5448 -21.2852
N 9.4899 3.2568 -19.1878
O 8.7350 4.3096 -18.6235
H 6.8468 3.0306 -19.8844
H 7.7618 2.3821 -21.2785
H 6.8453 1.3341 -20.2191
H 7.1600 1.2477 -17.9744
H 8.8380 0.8573 -17.4459
H 8.1311 2.4205 -17.2274
H 10.3313 0.6072 -19.1325
H 8.8993 0.0947 -20.0940
H 10.9641 0.5254 -21.4815
H 9.7240 1.5460 -21.9869
H 11.8290 2.9421 -21.5434
H 11.9845 2.2390 -19.9847
H 11.8190 4.0537 -18.5258
H 10.8760 5.4192 -18.9483
H 12.2688 5.0460 -19.9883
H 9.5390 5.5321 -20.9193
H 8.9361 4.0699 -21.6901
H 10.5392 4.6750 -22.1050
H 9.0903 4.3757 -17.7261
C 11.5222 13.2017 -22.3466
C 10.6677 12.0998 -21.6784
C 10.5118 10.9794 -22.7267
C 11.4508 11.5661 -20.5005
C 10.5783 10.7764 -19.5238
C 9.4886 11.7152 -19.0337
C 8.5642 12.1850 -20.1448
C 7.6594 11.0252 -20.6242
C 7.7095 13.3463 -19.6419
N 9.3916 12.6606 -21.2746
O 8.6318 13.0544 -22.4002
H 12.5170 12.8149 -22.5687
H 11.0058 13.5501 -23.2376
H 11.6674 14.0165 -21.6324
H 9.7939 11.2097 -23.5136
H 11.4661 10.7362 -23.1980
H 10.1338 10.0627 -22.2563
H 12.2632 10.8826 -20.7619
H 11.9395 12.3484 -19.9092
H 10.1839 9.8463 -19.9592
H 11.1223 10.3920 -18.6539
H 9.9963 12.5214 -18.5003
H 8.8167 11.2000 -18.3393
H 6.8469 11.4220 -21.2307
H 7.3694 10.3845 -19.7932
H 8.2135 10.4055 -21.3323
H 6.9180 12.9778 -18.9884
H 7.2276 13.8536 -20.4797
H 8.3242 14.0880 -19.1305
H 8.4734 13.9867 -22.2209
C 7.4129 8.6397 -17.0654
O 8.7865 9.0236 -16.8951
H 6.8944 9.3818 -17.6804
H 7.4051 7.6644 -17.5374
H 6.8821 8.6249 -16.1126
H 8.8175 9.7171 -16.2278
O 12.2938 9.7458 -15.3175
H 12.1029 9.5633 -16.2445
H 13.1350 9.2782 -15.1688
O 9.6229 5.6164 -16.1777
H 10.1025 6.1112 -16.8566
H 9.8270 6.1349 -15.3832
O 11.2355 7.8729 -17.4454
H 11.4206 7.9910 -18.3834
H 10.4769 8.4541 -17.2665
O 10.2342 7.6069 -14.4293
H 10.0160 8.0835 -15.2377
H 10.4524 8.2980 -13.7980
*
```

Mulliken atomic charge list, values in e, 99 entries: -1.53 2.14 -2.11 -1.36 -0.81 -1.21 1.24 -1.89 -1.90 1.16 -0.38 0.11 0.36 0.46 0.14 -0.07 0.76 0.33 0.48 0.28 0.45 0.41 0.53 0.36 0.52 0.28 0.39 0.39 0.38 0.33 -1.78 2.08 -1.55 -1.45 -0.67 -1.38 1.79 -1.56 -1.91 -0.23 1.19 0.17 0.04 0.57 0.33 -0.35 0.56 0.42 0.39 0.33 0.45 0.39 0.36 0.04 0.48 0.29 0.28 0.11 0.61 -0.36 -1.92 1.48 -1.69 -1.26 -0.72 -1.28 2.12 -1.43 -1.41 0.54 -0.45 0.31 0.40 0.52 0.38 0.39 0.27 0.38 0.45 0.38 0.33 0.43 0.43 0.58 -0.02 -0.21 0.29 0.27 0.27 0.38 -1.92 1.59 -1.70 0.09 0.39 -1.60 1.85 -1.34 -1.97